# 1
{"formula": "C7H13N5O2", "method": "ωB97M-V/def2-TZVPD", "homo_ha": -0.3281, "charge": 0, "orbital_gap_ev": 9.751, "smiles": "CN(C)[C@H](N=C=N)O/[N+]([O-])=N/C1CC1", "de_lowest_ev": 1.254, "elements": ["N", "N", "C", "H", "C", "C", "H", "C", "N", "C", "N", "C", "H", "N", "O", "H", "C", "H", "H", "O", "H", "H", "H", "H", "H", "H", "H"], "coordinates": [[1.600, -0.270, 0.385], [0.979, 0.270, 1.325], [-1.748, 2.044, -0.615], [-0.825, 2.331, -1.310], [-1.008, -0.209, 0.008], [3.615, -0.149, -1.099], [2.951, -2.241, -0.483], [3.015, -0.209, 0.332], [-2.009, 0.673, -0.261], [3.680, -1.428, -0.266], [-2.253, -3.593, 0.820], [-1.816, -2.553, 0.405], [3.005, -0.132, -1.972], [-1.432, -1.547, -0.131], [-0.381, 0.067, 1.280], [-1.754, 2.560, 0.367], [-3.111, 0.626, 0.611], [-3.757, -0.309, 0.766], [4.452, 0.462, -1.230], [1.288, 0.873, 2.297], [-0.186, -0.018, -0.741], [3.437, 0.326, 1.068], [-3.840, 1.345, 0.159], [-2.891, 0.947, 1.673], [-2.394, -4.489, 0.333], [-2.668, 2.469, -1.170], [4.682, -1.636, 0.170]]}


# 2
{"formula": "C7H13N6O", "method": "ωB97M-V/def2-TZVPD", "homo_ha": -0.4394, "charge": 1, "orbital_gap_ev": 8.534, "de_lowest_ev": 1.881, "elements": ["C", "H", "H", "H", "H", "C", "H", "H", "H", "N", "H", "N", "C", "N", "O", "H", "N", "N", "C", "C", "H", "N", "C", "H", "C", "H", "H"], "coordinates": [[2.356, 1.545, 0.015], [0.953, 3.010, 0.261], [-5.726, 0.554, -0.300], [4.370, 1.860, 0.157], [-0.440, -2.879, 1.042], [0.994, -1.562, 0.484], [-3.885, -0.838, 0.963], [1.871, -1.841, -1.374], [-3.989, -0.873, -0.967], [1.136, 2.023, 0.153], [3.254, 3.244, 0.579], [-1.093, 2.227, -0.067], [-2.455, 0.359, 0.138], [2.045, -1.423, -0.470], [-4.828, 0.693, 0.081], [-3.233, 2.236, -0.204], [-1.480, -0.481, 0.260], [0.186, -2.652, 0.332], [-0.071, 1.324, -0.001], [-3.890, -0.256, 0.021], [2.519, 0.497, -0.110], [3.380, 2.277, 0.299], [-0.237, -0.013, 0.144], [1.305, -1.244, 1.440], [-2.304, 1.734, -0.106], [3.013, -1.421, -0.294], [-0.533, -2.393, -0.404]]}


# 3
{"formula": "C7H13NO", "method": "ωB97M-V/def2-TZVPD", "homo_ha": -0.2536, "charge": 0, "orbital_gap_ev": 7.219, "de_lowest_ev": 5.702, "elements": ["C", "N", "C", "C", "H", "H", "H", "H", "H", "H", "H", "C", "H", "H", "O", "C", "H", "H", "C", "H", "H", "C"], "coordinates": [[1.324, 1.099, -1.020], [2.243, 0.976, -1.775], [0.781, 1.779, 0.618], [-0.233, -1.108, -0.777], [-0.088, -0.724, -1.780], [0.727, -2.274, 0.757], [3.120, 1.473, -1.887], [0.101, 2.554, 0.288], [-2.748, 0.130, -0.331], [1.850, -1.523, -0.396], [0.882, 0.078, 1.925], [0.254, 0.657, 1.261], [0.904, -2.930, -0.870], [-2.509, 1.409, 0.867], [-1.349, -0.976, 1.657], [-0.894, -0.009, 0.763], [-1.616, 1.434, -0.671], [-2.118, -1.421, 1.282], [0.877, -2.002, -0.289], [-1.205, -1.599, -0.766], [1.702, 2.182, 1.028], [-2.005, 0.793, 0.117]]}


# 4
{"formula": "C7H13NO", "method": "ωB97M-V/def2-TZVPD", "homo_ha": -0.2546, "charge": 0, "orbital_gap_ev": 7.849, "smiles": "C[C@@]12CCC[C@]1(CO)N2", "de_lowest_ev": 4.843, "elements": ["H", "C", "O", "H", "N", "C", "H", "H", "H", "H", "H", "H", "H", "C", "H", "C", "C", "H", "C", "C", "H", "H"], "coordinates": [[-0.992, -2.253, -0.439], [2.233, 0.221, 0.616], [-2.284, 1.995, 0.172], [2.661, 0.291, 1.654], [0.257, 1.569, 0.445], [0.743, 0.280, 0.756], [-0.860, -1.006, 1.602], [-2.312, -0.068, 0.156], [0.731, -2.458, -0.592], [-2.256, 0.763, -1.454], [1.051, -0.336, -1.747], [-0.656, -0.656, -2.215], [-1.765, 2.693, -0.248], [0.101, -1.071, 1.067], [2.617, -0.659, 0.067], [-0.035, -1.710, -0.386], [0.032, -0.497, -1.395], [-0.474, 1.922, 1.080], [-0.382, 0.681, -0.555], [-1.853, 0.787, -0.403], [0.792, -1.609, 1.714], [2.649, 1.120, 0.104]]}


# 5
{"formula": "C7H13NO", "method": "ωB97M-V/def2-TZVPD", "homo_ha": [-0.2710, -0.3207], "charge": 0, "orbital_gap_ev": [7.837, 9.271], "de_lowest_ev": 7.472, "elements": ["C", "H", "H", "C", "C", "H", "H", "C", "O", "H", "H", "H", "C", "H", "H", "H", "C", "H", "C", "H", "N", "H"], "coordinates": [[0.323, 0.685, -0.394], [-2.216, -2.796, 0.052], [3.166, 0.706, 0.941], [-2.017, 1.335, 0.169], [-1.981, -1.779, 0.401], [2.621, -1.679, -0.352], [-0.218, 2.656, 0.310], [1.567, -1.410, -0.200], [-2.554, 0.312, -0.613], [-0.704, 2.050, -1.363], [-1.742, 0.993, 1.173], [-2.810, -1.632, 1.125], [-0.604, 1.729, -0.351], [-2.542, 2.260, 0.175], [3.494, 0.405, -0.750], [-1.019, -1.835, 0.915], [2.707, 0.780, -0.010], [2.489, 1.774, -0.155], [1.418, 0.053, -0.139], [1.202, -1.928, -1.006], [-1.942, -0.865, -0.733], [1.360, -1.814, 0.807]]}


# 6
{"formula": "C7H13NO", "method": "ωB97M-V/def2-TZVPD", "homo_ha": -0.2740, "charge": 0, "orbital_gap_ev": 8.166, "de_lowest_ev": 4.388, "elements": ["H", "H", "H", "H", "C", "H", "C", "C", "C", "H", "H", "C", "O", "H", "C", "H", "C", "N", "H", "H", "H", "H"], "coordinates": [[-1.424, 1.985, -0.516], [1.487, 1.588, -1.664], [0.892, 2.282, -0.144], [-0.979, -2.393, 0.833], [-2.212, -0.078, -0.046], [-1.658, -1.707, 2.289], [-0.854, -1.584, 1.559], [-1.567, 0.980, -0.930], [1.599, 1.571, -0.578], [-0.324, -0.923, -1.281], [2.170, -0.794, -1.611], [1.356, 0.201, -0.020], [-3.317, -0.624, 0.028], [-0.742, 0.627, 1.546], [-0.546, -0.108, -0.590], [-1.924, 0.994, -1.959], [-0.958, -0.230, 0.897], [2.093, -0.818, -0.601], [1.456, 0.173, 1.062], [0.124, -1.728, 2.034], [2.610, 1.910, -0.322], [2.719, -1.324, 0.015]]}


| no. | E (eV) |
| --- | --- |
| 1 | -19008.08405 |
| 2 | -18449.14846 |
| 3 | -11002.05054 |
| 4 | -11002.91035 |
| 5 | -11000.28135 |
| 6 | -11003.36479 |